Entry 1:
The following is a DFT calculation (ωB97M-V with the def2-TZVPD basis set) of an isolated ion of composition C5H10NO and charge +1.

XYZ file:
```
17
C5H10NO, DFT ωB97M-V with the def2-TZVPD basis set
C 0.6463 1.1251 -1.2241
C 0.3165 0.3064 -0.0556
C 0.8567 0.6628 1.3445
C 0.2778 -1.1609 -0.1874
C -1.2808 -1.2192 0.0870
N -1.3486 0.1671 0.1216
O -2.2610 0.8949 0.0527
H 1.7388 1.0508 -1.3791
H 0.2815 2.0451 -0.8554
H 0.0848 0.7764 -2.0505
H 0.8148 1.7721 1.5396
H 1.8515 0.2633 1.1885
H 0.2747 0.1829 2.0492
H 0.8686 -1.7599 0.4414
H 0.4766 -1.6067 -1.1333
H -1.8990 -1.5580 -0.8007
H -1.6994 -1.9424 0.8615
```

Output
* SMILES: CC1(C)CC[N+]1=O
* charge: +1
* ΔE to the lowest compared entry with this formula, charge and spin: 467.6 kJ/mol
* HOMO-LUMO gap: 9.52 eV

---

Entry 2:
The following is a DFT calculation (ωB97M-V with the def2-TZVPD basis set) of a 2-piece molecular cluster, CH2F2 overall.

XYZ file:
```
5
CH2F2, DFT ωB97M-V with the def2-TZVPD basis set
C -0.2373 -0.1503 -1.0427
F -0.0697 0.7822 -1.8986
F 0.0921 -1.3524 -1.4161
H -1.0623 -0.2161 -0.4152
H 0.8365 -0.1747 0.9347
```

Output
* charge: 0
* ΔE to the lowest compared entry with this formula, charge and spin: 426.9 kJ/mol
* HOMO-LUMO gap (alpha / beta): 10.61 / 8.61 eV

---

Entry 3:
The following is a DFT calculation (ωB97M-V with the def2-TZVPD basis set) of a 2-piece molecular cluster, C28H31N2O5 overall.

XYZ file:
```
66
C28H31N2O5, DFT ωB97M-V with the def2-TZVPD basis set
H -0.3373 0.7978 2.7944
C -0.4793 -0.0746 2.0715
H -0.3914 -0.9724 2.7092
C -1.8378 -0.0495 1.4381
C -3.0694 -0.2022 2.2571
O -4.1912 -0.1806 1.7753
O -2.8134 -0.4086 3.5728
C -3.9780 -0.9395 4.2384
C -3.6590 -1.2539 5.6761
C -2.0331 -0.0074 0.0993
N -0.9645 -0.0321 -0.7588
C 0.3286 -0.0716 -0.3069
C 0.5881 -0.1162 1.0185
C 2.0060 -0.3602 1.3900
O 2.9085 -0.4286 0.5694
O 2.1879 -0.5552 2.7165
C 3.4884 -1.1180 2.9584
C 3.6560 -1.4669 4.4123
H -4.8007 -0.2183 4.1556
H -4.2658 -1.8537 3.7014
H -4.5935 -1.3077 6.2455
H -3.1747 -2.2362 5.7457
H -3.0238 -0.5020 6.1552
H -3.0139 0.0646 -0.3734
H -1.1372 -0.0274 -1.7556
H 1.0959 -0.0429 -1.0792
H 3.5807 -2.0231 2.3448
H 4.2474 -0.3980 2.6321
H 4.7111 -1.7019 4.5889
H 3.3812 -0.6497 5.0885
H 3.0736 -2.3592 4.6733
C 5.8651 1.1756 7.6427
O 5.2147 2.1018 6.7518
C 3.9099 1.9326 6.4083
C 3.0285 1.0027 7.0195
C 1.7700 0.8151 6.4638
C 1.2840 1.5994 5.3837
C -0.1284 1.6487 5.0675
C -1.0604 1.7083 6.1163
C -2.4966 1.9842 6.0035
C -3.3352 2.2137 4.9310
C -4.7090 2.4002 5.1719
C -5.2357 2.3809 6.4758
C -4.3819 2.2144 7.5770
C -3.0270 2.0426 7.3143
N -1.9679 1.8594 8.2129
C -2.0537 1.9251 9.6633
C -0.8118 1.6818 7.5190
C 2.2197 2.4696 4.7621
C 3.4627 2.7006 5.3072
H 6.9119 1.4787 7.6142
H 5.4600 1.2796 8.6552
H 5.7668 0.1382 7.2979
H 3.3368 0.4623 7.9219
H 1.1085 0.0685 6.9064
H -0.4656 1.9702 4.0832
H -2.9249 2.2610 3.9229
H -5.3825 2.5603 4.3270
H -6.3122 2.5133 6.6291
H -4.7570 2.1915 8.5981
H -3.1027 1.9898 9.9665
H -1.5873 1.0267 10.0933
H -1.5312 2.8111 10.0589
H 0.1442 1.6311 8.0214
H 1.9032 3.0221 3.8796
H 4.1377 3.4531 4.9096
```

Output
* charge: +1
* ΔE to the lowest compared entry with this formula, charge and spin: 271.0 kJ/mol
* HOMO-LUMO gap: 5.27 eV

---

Entry 4:
The following is a DFT calculation (ωB97M-V with the def2-TZVPD basis set) of a 7-piece molecular cluster, C29H31Cl4F4NO overall.

XYZ file:
```
70
C29H31Cl4F4NO, DFT ωB97M-V with the def2-TZVPD basis set
F 10.7449 1.7353 25.2886
C 11.0591 3.0357 25.0800
C 10.0817 3.9809 25.3571
C 10.3673 5.3226 25.1050
C 11.6129 5.6788 24.5807
C 12.5801 4.6863 24.3935
C 12.2924 3.3578 24.5934
H 9.1433 3.7040 25.8154
H 9.6346 6.0741 25.3591
H 11.9690 6.6954 24.4827
H 13.4804 5.0604 23.9278
H 13.0094 2.5563 24.4562
F 7.7607 6.9275 20.1010
C 9.1092 6.9788 20.1262
C 9.7851 6.2811 21.0899
C 11.1783 6.3944 21.1070
C 11.8314 7.0674 20.0930
C 11.1364 7.6726 19.0513
C 9.7529 7.6146 19.0675
H 9.2862 5.6148 21.7813
H 11.7622 5.8336 21.8240
H 12.9114 6.9570 20.0696
H 11.6072 8.1636 18.2114
H 9.1564 8.1312 18.3269
F 11.4395 2.2258 29.7274
C 10.1038 2.3492 29.6523
C 9.3716 2.7216 30.7572
C 7.9839 2.8164 30.6220
C 7.3602 2.6060 29.4150
C 8.1146 2.2443 28.2930
C 9.4747 2.1214 28.4292
H 9.8252 2.8342 31.7328
H 7.3947 2.9903 31.5141
H 6.2955 2.8039 29.3776
H 7.6195 1.9284 27.3839
H 10.1049 1.8886 27.5799
F 18.7477 2.9402 26.7836
C 17.9168 3.2097 25.7581
C 17.9256 4.4795 25.2029
C 17.0783 4.7569 24.1400
C 16.2146 3.7435 23.7114
C 16.0933 2.5171 24.3545
C 17.0174 2.2554 25.3645
H 18.6612 5.1832 25.5755
H 17.0374 5.7233 23.6615
H 15.4228 4.0283 23.0213
H 15.3531 1.7833 24.0773
H 17.0296 1.3149 25.9089
C 12.8627 -0.6646 25.5579
N 13.9246 -0.9375 24.5987
C 15.2223 -0.6135 24.7505
C 16.1487 -0.9251 23.5865
O 15.6411 -0.0593 25.7586
H 12.7959 0.4148 25.6580
H 13.0793 -1.1511 26.5052
H 11.9169 -1.0263 25.1664
H 13.7164 -1.4455 23.7541
H 16.6451 -1.8889 23.6480
H 16.8733 -0.1291 23.4320
H 15.5635 -0.9066 22.6570
Cl 7.5220 7.0811 24.0850
C 5.8321 6.5464 24.2281
Cl 5.5850 4.9481 23.4700
H 5.6008 6.5136 25.2853
H 5.1748 7.2411 23.7209
Cl 14.6845 7.6265 23.2041
C 14.2760 9.1054 22.3614
Cl 12.5909 9.5531 22.6598
H 14.8798 9.9004 22.7861
H 14.4936 8.9962 21.3052
```

Output
* SMILES: Fc1ccccc1.Fc1ccccc1.Fc1ccccc1.Fc1ccccc1.CNC(C)=O.ClCCl.ClCCl
* charge: 0
* ΔE to the lowest compared entry with this formula, charge and spin: 81.3 kJ/mol
* HOMO-LUMO gap: 9.46 eV

---

Entry 5:
The following is a DFT calculation (ωB97M-V with the def2-TZVPD basis set) of a 2-piece molecular cluster, C2H4IN3S overall.

XYZ file:
```
11
C2H4IN3S, DFT ωB97M-V with the def2-TZVPD basis set
C 2.6105 -0.7511 -0.6789
C -0.4194 1.5704 -0.8303
N 3.5041 -1.4730 -0.6013
N -0.8309 -0.5580 0.7967
N 1.6337 0.0409 -0.5628
S 0.0223 -0.2055 -0.5131
I -4.3306 -2.7257 4.3979
H 0.1414 1.6836 -1.9150
H -1.4467 1.7191 -0.9706
H 0.1794 2.2573 -0.1673
H -1.0637 -1.5580 1.0448
```

Output
* charge: 0
* ΔE to the lowest compared entry with this formula, charge and spin: 241.8 kJ/mol
* HOMO-LUMO gap (alpha / beta): 6.50 / 6.09 eV

---

Entry 6:
The following is a DFT calculation (ωB97M-V with the def2-TZVPD basis set) of C9H12N4 in the gas phase.

XYZ file:
```
25
C9H12N4, DFT ωB97M-V with the def2-TZVPD basis set
C -2.7924 -0.2441 0.3593
C -2.4335 0.9164 -0.2032
C -2.3209 -1.5348 0.4381
C -1.2921 1.5603 -0.6733
C -1.1551 -2.0264 -0.0272
C -0.0512 1.1167 -0.4159
C 1.2462 1.7931 -0.3344
C 2.0087 1.1551 0.8245
C 1.4836 -0.2102 0.7430
N 2.3762 -1.0906 -0.2205
N 1.7415 -2.1918 -0.4342
N -0.1813 -1.2939 -0.6152
N 0.2509 -0.1754 0.0443
H -3.8588 -0.1153 0.8527
H -3.2109 1.6037 -0.1965
H -2.9086 -2.3085 0.9194
H -1.5694 2.6589 -0.8673
H -0.9506 -3.1532 -0.0328
H 1.8334 1.6324 -1.2604
H 1.1860 2.8747 -0.3245
H 3.0895 1.1227 0.6413
H 1.5267 1.8306 1.6928
H 1.3723 -0.8784 1.5618
H 2.8275 -0.5638 -1.0759
H 1.7821 -2.4783 -1.3960
```

Output
* charge: 0
* ΔE to the lowest compared entry with this formula, charge and spin: 657.8 kJ/mol
* HOMO-LUMO gap: 7.02 eV

---

no.,electronic energy (Eh),F_max (hartree/bohr)
1,-326.103708,0.0892
2,-238.861700,0.0672
3,-1571.031335,0.0460
4,-3493.857160,0.0324
5,-938.565382,0.1004
6,-568.918959,0.0814